A structure of composition C5H4NOOsSSbSe4 in a non-equilibrium geometry, computed with the ωB97M-V functional and the def2-TZVPD basis.

ORCA input file:
```
! wB97M-V def2-TZVPD RIJCOSX def2/J DEFGRID3
* xyz -1 6
Os 0.68886 0.92132 -1.35963
O -0.63158 0.91216 0.21219
N -0.83587 -0.17243 0.94640
C -1.64108 -0.06163 2.02300
C -1.90730 -1.14615 2.81113
C -1.33293 -2.37951 2.48903
C -0.50437 -2.47346 1.39861
C -0.23072 -1.34688 0.60744
S 0.82302 -1.35847 -0.73636
H -2.03733 0.92793 2.18972
H -2.55261 -1.03003 3.66929
H -1.54008 -3.24987 3.09719
H -0.03678 -3.40723 1.12355
Se 2.08356 3.13463 -6.31303
Sb 2.46514 3.26118 -3.85851
Se 2.13575 0.74536 -3.07387
Se 0.16316 3.11371 -1.64281
Se 4.89118 3.60937 -3.58333
*
```

⟨S²⟩   8.80
Lowest unoccupied orbital energy (spin up / spin down)   0.0785 / 0.0401 Eh
Kohn-Sham gap (spin up / spin down)   5.5 / 5.0 eV